18
Properties=species:S:1:pos:R:3:forces:R:3 method="wB97M-V/def2-TZVPD" max_force_ev_per_a=1.5 charge=-1 molar_mass_g_mol=116.140 relative_energy_kj_mol=57.3 e_tot_ev=-10933.6710 gap_ev=7.813 homo_energy_ev=-4.0
C -0.893 0.476 -0.884 -0.4865 0.0354 0.5952
C -0.876 -0.987 -0.563 -0.8213 -0.4720 0.0753
C -1.145 -1.475 0.651 0.8842 0.5966 0.0187
C -0.682 -1.925 -1.712 0.5558 -0.1133 -0.2461
H 0.081 0.867 -1.174 0.0179 -0.0814 -0.1912
H -1.162 1.030 0.012 0.1455 0.0852 -0.0136
H -1.646 0.706 -1.647 0.1917 -0.1007 -0.2130
H -0.987 -2.524 0.881 -0.3701 -0.0783 -0.1380
H -1.220 -0.782 1.481 -0.0930 -0.0559 0.0356
H -0.754 -2.967 -1.395 -0.0244 0.0102 -0.0412
H 0.314 -1.771 -2.148 -0.1068 -0.0399 -0.0824
H -1.410 -1.744 -2.508 -0.0049 0.0156 0.0291
N 2.478 1.666 1.604 0.3472 0.0695 -0.7022
C 1.101 1.829 1.265 -0.8851 -0.3005 1.1551
O 0.768 2.680 0.419 0.6064 0.1161 -0.3672
O 0.347 1.072 1.933 -0.0772 0.1068 -0.0843
H 3.067 2.376 1.206 0.1080 0.2509 0.1679
H 2.621 1.473 2.580 0.0126 -0.0445 0.0023


32
Properties=species:S:1:pos:R:3:forces:R:3 method="wB97M-V/def2-TZVPD" max_force_ev_per_a=3.1 charge=-2 molar_mass_g_mol=511.286 relative_energy_kj_mol=0.0 e_tot_ev=-75391.0883 gap_ev=6.709 homo_energy_ev=-1.9
Cd -0.271 -1.203 1.262 0.4537 0.2130 -0.5794
O -4.067 -2.681 2.694 -0.7173 -0.1293 0.3126
Cl -2.919 -2.001 2.210 2.4929 -1.7334 0.3998
O -1.802 -3.021 2.017 -1.2395 1.3449 0.0507
O -2.406 -1.035 3.147 -0.3552 0.1274 0.3231
O -3.144 -1.376 0.958 -0.5835 0.4727 -0.9618
S -0.302 -1.189 -1.367 0.4073 -0.5087 0.5617
C -1.356 0.159 -1.517 0.0781 0.5400 0.8196
C -2.077 0.241 -2.697 -0.8479 1.3615 -0.2121
C -2.957 1.303 -2.912 -0.5752 0.8693 0.7048
C -3.674 1.364 -4.163 0.1372 0.0451 0.0791
N -4.207 1.384 -5.187 0.0740 0.0143 0.2491
C -3.184 2.292 -1.885 0.5611 -1.0901 -0.5630
C -2.460 2.216 -0.683 -0.2802 -0.3551 -0.7915
C -1.506 1.194 -0.498 -0.5287 0.0319 -0.9272
S -0.549 1.320 0.919 0.3627 -0.4945 0.6284
C -4.103 3.365 -2.091 -0.0928 0.4617 0.0365
N -4.787 4.288 -2.211 0.0702 -0.3228 -0.0217
H -1.971 -0.452 -3.516 0.2268 -0.3308 0.2213
H -2.650 2.953 0.112 0.2485 -0.4617 -0.4894
S 1.692 -2.145 2.443 -0.7806 -0.4466 0.4086
C 3.053 -1.339 1.760 1.0322 0.5112 -0.7158
C 3.086 -0.772 0.461 0.2522 0.3180 -0.0389
C 4.252 -0.156 -0.034 -0.2807 -0.5753 1.2158
C 5.390 -0.127 0.777 0.0310 -0.1454 0.0908
C 5.405 -0.733 2.038 -0.8023 0.2013 -0.5519
C 4.236 -1.310 2.527 0.2960 0.0702 -0.1025
H 2.173 -0.768 -0.147 0.3843 -0.0688 0.1936
H 4.295 0.296 -1.016 -0.2325 0.0116 -0.0157
H 6.276 0.393 0.452 0.2389 0.0302 -0.2427
H 6.320 -0.720 2.616 -0.0239 0.0009 0.1649
H 4.214 -1.742 3.528 -0.0070 0.0374 -0.2470


9
Properties=species:S:1:pos:R:3:forces:R:3 method="wB97M-V/def2-TZVPD" max_force_ev_per_a=1.2 smiles="N=C=C1CN1" molar_mass_g_mol=68.079 relative_energy_kj_mol=393.6 e_tot_ev=-6151.8215 gap_ev=9.523 homo_energy_ev=-8.6
N 2.183 1.026 -0.698 0.2306 -0.3281 0.0262
C 1.442 0.121 -0.280 -0.6187 0.8870 -0.1923
C 0.299 -0.314 0.101 0.2582 -0.1449 -0.0655
C -1.088 -0.533 -0.205 -0.2601 -0.3109 -0.1062
N -0.631 -0.008 1.117 -0.1177 -0.1290 0.4236
H 1.445 1.745 -0.780 0.9407 0.6101 -0.3585
H -1.619 0.212 -0.800 0.1219 -0.2444 0.0909
H -1.415 -1.557 -0.319 -0.2464 -0.0728 0.2484
H -0.617 -0.693 1.864 -0.3084 -0.2670 -0.0667


54
Properties=species:S:1:pos:R:3:forces:R:3 method="wB97M-V/def2-TZVPD" max_force_ev_per_a=0.6 charge=-1 molar_mass_g_mol=613.244 relative_energy_kj_mol=53.0 e_tot_ev=-131051.9980 gap_ev=7.244 homo_energy_ev=-4.5
Ag 1.437 -1.368 -0.647 -0.2795 0.2680 0.5195
C 5.190 -0.759 -1.847 0.0025 0.0674 -0.0164
C 3.800 -0.668 -2.408 -0.2422 -0.0147 0.1357
C 3.288 0.691 -2.801 0.1094 0.0221 0.0397
O 3.072 -1.641 -2.439 0.3766 -0.1306 -0.3822
H 5.886 -0.097 -2.363 0.0098 -0.0126 0.0113
H 5.537 -1.789 -1.866 0.0084 -0.0115 -0.0026
H 5.111 -0.434 -0.803 0.0091 -0.0022 -0.0073
H 4.005 1.211 -3.440 -0.0296 0.0089 -0.0128
H 3.172 1.276 -1.882 0.0098 -0.0073 0.0045
H 2.318 0.602 -3.282 -0.0188 -0.0190 -0.0146
Cl -0.687 1.860 -1.927 -0.0425 0.0018 0.0688
C -1.097 2.130 -0.267 0.2498 0.2013 -0.1656
C -0.510 3.215 0.366 -0.0080 0.0120 0.0090
C -0.718 3.436 1.714 -0.0375 -0.0592 -0.0060
C -1.520 2.563 2.432 0.0604 -0.0152 0.0101
C -2.114 1.498 1.783 -0.0236 0.0068 0.0809
Cl -3.115 0.425 2.725 0.0449 0.0132 -0.1191
C -1.934 1.246 0.415 -0.1882 -0.0368 0.1388
N -2.538 0.141 -0.173 0.0759 -0.1977 0.0540
C -3.225 0.118 -1.386 0.1025 0.0735 0.2033
C -3.862 1.256 -1.869 -0.0626 0.0598 -0.0468
C -4.560 1.215 -3.065 0.0128 -0.0325 0.0090
C -4.647 0.030 -3.782 0.0600 0.0290 0.0894
C -4.015 -1.103 -3.282 -0.0130 -0.0281 -0.0457
C -3.298 -1.085 -2.096 -0.1064 -0.0460 -0.1361
C -2.598 -2.304 -1.576 -0.1760 -0.1569 -0.0164
C -1.096 -2.098 -1.357 0.1520 0.0055 -0.0577
O -0.564 -2.719 -0.400 -0.0282 0.0512 0.0142
O -0.505 -1.318 -2.133 0.1131 -0.1164 -0.0007
H 0.143 3.856 -0.209 0.0139 0.0038 -0.0011
H -0.236 4.266 2.211 -0.0003 0.0056 0.0034
H -1.689 2.695 3.491 0.0050 0.0065 0.0177
H -2.341 -0.743 0.274 -0.0427 0.0649 -0.0592
H -3.798 2.178 -1.303 -0.0027 0.0010 -0.0086
H -5.039 2.114 -3.433 -0.0088 0.0031 -0.0035
H -5.188 -0.013 -4.718 -0.0086 0.0000 -0.0112
H -4.059 -2.033 -3.838 -0.0096 0.0013 -0.0163
H -2.715 -3.127 -2.284 -0.0061 0.0229 -0.0118
H -3.042 -2.647 -0.636 0.0334 -0.0021 0.0076
C 3.458 -1.766 3.668 0.1731 -0.1098 0.0181
Si 2.099 -0.677 2.973 0.0668 -0.0812 -0.0981
C 1.812 0.681 4.237 0.0417 0.2049 0.0259
C 0.548 -1.700 2.865 -0.2174 -0.0965 -0.0500
Se 2.699 0.180 0.999 -0.0612 0.0274 -0.2358
H 3.290 -2.001 4.724 -0.0142 -0.0158 -0.0139
H 4.423 -1.263 3.572 0.0097 -0.0286 0.0384
H 3.512 -2.704 3.111 0.0342 0.0132 -0.0063
H 1.885 0.309 5.264 -0.0087 -0.0230 -0.0242
H 0.820 1.113 4.100 -0.0615 0.0862 -0.0242
H 2.547 1.476 4.098 -0.0107 0.0140 0.0715
H 0.294 -2.157 3.828 -0.0001 0.0118 -0.0067
H 0.658 -2.488 2.117 -0.0434 -0.0289 0.0153
H -0.292 -1.078 2.547 -0.0224 -0.0145 0.0147


27
Properties=species:S:1:pos:R:3:forces:R:3 method="wB97M-V/def2-TZVPD" max_force_ev_per_a=8.3 smiles="O=C1C=CC(=O)c2c(CCCCl)cc(I)cc21" molar_mass_g_mol=360.578 e_tot_ev=-38347.6865 gap_ev=7.086 homo_energy_ev=-8.9
O -3.699 -1.648 2.030 3.6831 1.5598 -7.2966
C -3.071 -1.399 0.874 -1.7365 -0.5946 3.7474
C -3.284 -2.319 -0.507 3.3775 0.3133 -2.1625
C -2.165 -2.475 -1.488 -2.3943 1.2352 3.0663
C -0.690 -1.754 -1.194 2.7497 -2.1507 -2.0516
O 0.388 -2.352 -1.706 -6.0878 3.9193 3.0437
C -0.725 -0.355 -0.341 -0.6227 2.9665 2.2445
C 0.356 0.874 -0.427 -1.8059 0.6324 1.2269
C 1.687 0.757 -1.425 -0.7131 -0.3580 1.3000
C 2.707 -0.312 -0.644 -0.5432 0.1821 0.7374
C 3.549 0.429 0.595 0.8499 -1.7002 -1.2034
Cl 2.553 0.435 2.201 1.0013 0.2378 -1.6965
C 0.201 2.287 0.456 -3.1713 -2.4000 0.8138
C -1.077 2.499 1.513 1.1533 -4.7948 -3.4191
I -1.275 4.379 2.645 0.1278 -1.9696 -1.1075
C -2.141 1.219 1.624 2.1149 -0.6045 -1.9149
C -1.987 -0.146 0.730 2.0188 2.0011 -0.3443
H -4.310 -2.826 -0.757 2.1407 1.0866 0.9372
H -2.328 -3.101 -2.488 0.6703 1.4575 2.5127
H 1.324 0.357 -2.465 0.8069 0.6511 2.0917
H 2.194 1.828 -1.566 -1.1893 -2.3966 0.4058
H 2.046 -1.141 -0.095 1.4836 1.7843 -1.5128
H 3.435 -0.862 -1.403 -1.4227 1.4016 1.6732
H 4.456 -0.314 0.821 -1.9368 1.9831 -0.3680
H 3.935 1.495 0.305 -0.9131 -2.0294 0.8589
H 0.985 3.178 0.346 -1.8628 -2.3440 0.1749
H -3.063 1.269 2.366 2.2217 -0.0694 -1.7574


100
Properties=species:S:1:pos:R:3:forces:R:3 method="wB97M-V/def2-TZVPD" max_force_ev_per_a=3.2 spin_multiplicity=5 charge=+1 molar_mass_g_mol=646.335 relative_energy_kj_mol=140.6 e_tot_ev=-95002.5779 gap_ev="6.622 / 8.475" homo_energy_ev="-10.4 / -10.8"
O 1.856 0.763 -2.860 -0.8130 0.2407 -0.2709
O 2.927 -0.055 -0.753 0.9177 -0.8556 -1.0300
C 1.051 0.590 -4.048 0.4106 0.5675 0.3202
C 1.145 1.773 -5.023 -0.8548 0.3822 -0.7764
H -0.011 0.421 -3.750 0.5366 0.0141 -0.2858
H 1.456 -0.305 -4.539 -0.2091 0.1996 0.2483
H 0.384 2.569 -4.807 0.8169 -0.5786 0.0440
H 0.837 1.372 -6.017 0.3054 0.3403 0.5267
H 2.148 2.249 -5.146 -0.7243 -0.6437 0.3084
C 1.535 1.947 -2.080 -0.0237 -0.5223 -0.7254
C 2.699 2.879 -2.098 0.5875 1.2203 0.1958
H 1.336 1.614 -1.060 -0.2610 0.3231 -0.0578
H 0.632 2.412 -2.472 0.0038 -0.0675 0.0308
H 3.543 2.497 -1.503 -0.2348 0.0674 -0.3150
H 2.406 3.840 -1.634 0.0849 -0.3153 -0.1464
H 3.054 3.119 -3.119 -0.2166 -0.2526 0.5150
C 3.658 0.169 0.521 -0.0946 -0.3145 -0.1883
C 3.800 -0.783 -1.697 -0.2606 -0.8069 0.1281
C 2.798 1.057 1.317 -0.5558 1.1332 0.6686
H 4.644 0.624 0.274 -0.8442 -0.3408 -0.0499
H 3.828 -0.801 1.023 -0.1799 0.3316 -0.4923
H 2.759 2.083 0.928 -0.0531 -0.2902 -0.1120
H 3.153 1.147 2.334 0.2918 -0.0940 0.2681
H 1.787 0.663 1.391 0.0985 -0.0049 -0.0472
C 4.756 0.151 -2.345 0.4381 0.2541 -0.6737
H 3.140 -1.288 -2.412 0.2310 0.3487 0.2712
H 4.317 -1.567 -1.123 -0.2192 0.3431 -0.0384
H 4.197 0.859 -2.960 0.2936 -0.0062 0.1579
H 5.406 -0.428 -3.013 -0.0413 0.0934 0.1729
H 5.398 0.669 -1.622 -0.1395 -0.0651 -0.2777
H 1.821 -0.112 -1.085 1.0756 -0.4966 1.6522
N -2.424 1.014 0.431 0.1796 0.6710 -0.1937
C -3.375 1.386 1.300 0.8065 0.2587 -1.0975
C -3.489 0.815 2.560 -0.8664 0.2404 0.3506
C -2.649 -0.121 3.137 1.3508 -0.8472 -0.0507
C -4.310 2.493 0.914 -0.5701 0.5542 -0.0143
H -4.658 2.447 -0.140 0.3898 -0.1636 0.6046
H -3.847 3.489 1.053 -0.2040 -0.4661 -0.0684
H -5.189 2.440 1.565 0.1286 0.1512 -0.1653
C -2.740 -0.399 4.617 -0.0226 -0.0382 0.7185
H -1.853 -0.057 5.194 -0.4267 -0.1532 -0.5936
H -2.848 -1.473 4.855 0.0651 0.4144 -0.3635
H -3.602 0.115 5.044 0.0261 -0.0204 -0.0576
N -1.715 -0.772 2.419 -0.2245 0.3168 1.2422
C -2.036 1.893 -0.642 -1.2327 0.9803 0.2786
C -2.513 1.666 -1.944 0.3646 0.3304 -0.0194
C -3.389 0.505 -2.289 -0.3466 -0.4373 -0.2368
C -2.210 2.586 -2.952 0.7611 0.6818 0.7603
H -2.551 2.392 -3.958 -0.0681 0.0900 -0.1056
C -1.480 3.752 -2.648 -0.5225 -0.7446 -0.2531
H -1.248 4.458 -3.432 0.0018 0.0891 -0.0534
C -1.087 4.001 -1.342 0.2109 0.2155 -0.0750
H -0.537 4.910 -1.083 -0.2347 -0.1977 -0.1984
C -1.367 3.104 -0.324 -0.3786 -0.8748 -0.1678
C -1.012 3.449 1.089 0.3749 0.3749 0.4539
C -0.683 -1.503 3.112 -0.1135 -0.4381 -0.0168
C -0.788 -2.907 3.237 0.2794 0.7861 0.0595
C -2.107 -3.598 3.039 -0.8649 -0.3185 -0.2341
C 0.337 -3.613 3.668 -0.0244 -0.4867 0.2169
H 0.269 -4.715 3.723 0.1137 0.7093 0.0147
C 1.496 -2.958 4.073 -0.0937 0.9848 -0.1844
H 2.360 -3.519 4.413 -0.1212 0.0181 -0.0277
C 1.545 -1.545 4.061 -0.7506 -0.6612 -0.1571
H 2.421 -1.025 4.443 -0.1331 -0.0837 -0.0945
C 0.445 -0.802 3.587 0.4311 -0.7566 0.0594
C 0.449 0.695 3.619 -0.1381 1.1320 -0.2334
Mn -1.584 -0.776 0.437 -1.2625 -0.2939 0.7082
H -2.788 -0.358 -2.623 -0.2067 0.2181 0.1094
H -4.047 0.778 -3.127 0.2040 -0.1213 0.2277
H -4.030 0.184 -1.455 0.2726 0.1118 -0.2327
H -0.567 2.591 1.621 -0.3251 0.4270 -0.1672
H -1.886 3.821 1.670 0.5650 -0.3712 -0.3055
H -0.273 4.269 1.073 -0.2825 -0.3488 0.1438
H -1.942 -4.615 2.622 -0.2432 0.5791 0.2700
H -2.810 -3.028 2.363 0.7930 -0.6626 0.8166
H -2.617 -3.721 4.042 0.4682 0.1015 -1.0634
H -0.205 1.104 4.436 0.5573 -0.3622 -0.7223
H 0.054 1.119 2.652 0.3363 -0.4065 1.0233
H 1.473 1.103 3.774 -0.7666 -0.3307 0.0029
H -4.271 1.227 3.191 0.0820 -0.1413 -0.0797
C 0.151 -0.667 -0.590 0.0927 -0.2495 -3.2365
Si 0.662 -2.440 -0.893 1.4860 -1.4789 0.4609
H 0.287 -0.103 0.354 0.5816 0.2542 -0.7457
H -0.177 -0.157 -1.621 0.5802 -0.4654 2.6709
C 1.121 -2.799 -2.703 -0.6276 0.1369 -0.1355
C -0.423 -3.940 -0.487 -0.8014 -0.5683 0.5945
C 2.154 -2.925 0.225 -0.0869 -0.1471 0.2412
H 1.902 -3.904 0.722 0.4307 0.9905 -0.4869
H 2.251 -2.177 1.033 0.2034 -0.3953 -0.2048
H 3.116 -3.039 -0.334 -0.7580 0.0834 0.5897
H 0.246 -3.272 -3.193 0.4477 0.2244 0.1493
H 1.959 -3.509 -2.781 -0.2427 0.2264 0.1490
H 1.356 -1.900 -3.270 0.0767 -0.1037 -0.0838
H -1.120 -4.157 -1.342 0.4753 -0.0061 0.9057
H -1.045 -3.708 0.438 0.9031 -0.7237 -0.9876
H 0.233 -4.870 -0.273 -1.0948 1.5792 -0.4790
Cl -4.447 -1.705 0.621 -0.0005 0.1064 -0.0637
C -2.943 -2.078 -0.242 -0.5951 -0.5993 -0.2390
H -3.132 -1.954 -1.301 0.0879 0.1807 -0.1295
H -2.739 -3.124 -0.061 0.1362 0.0402 0.1819